Record 1
Below is C2H6Br2N as an isolated structure in a non-equilibrium geometry, with properties calculated with ωB97M-V with the def2-TZVPD basis set.

The geometry in XYZ format:
```
11
Properties=species:S:1:pos:R:3:forces:R:3:mulliken_charge:R:1
Br -1.853946 0.835207 0.995084 -0.3 0.9 0.4 -0.021
Br 1.230258 0.419898 -2.170353 -0.1 -0.4 0.8 -0.009
N -0.388116 -1.210974 -0.498713 0.6 0.5 -0.8 -0.363
C 0.841310 -0.375594 -0.497235 -2.3 2.1 1.2 -0.352
C -0.102237 1.392967 0.997520 1.8 -1.4 -2.3 -0.570
H -0.602543 -1.512769 -1.522845 0.2 0.2 2.4 0.394
H 0.290968 2.254776 0.491883 -1.0 0.3 -1.2 0.400
H -0.216319 -1.980411 0.181887 -0.5 0.2 -1.0 0.373
H 0.462538 1.425328 1.878776 0.1 -1.1 1.8 0.412
H 1.632739 -0.666452 0.178140 0.0 -0.2 -0.3 0.451
H -1.294653 -0.581976 -0.034143 1.5 -1.1 -1.0 0.285
```
Forces are in eV/Å.

Output
E_LUMO (alpha / beta) (hartree): -0.18041 / -0.18038
Total charge: +1

Record 2
Below is C2H6Br2NS2 as an isolated structure in a non-equilibrium geometry, with properties calculated with ωB97M-V with the def2-TZVPD basis set.

The geometry in XYZ format:
```
13
Properties=species:S:1:pos:R:3:forces:R:3:mulliken_charge:R:1
Br 2.208424 -1.965674 0.471839 -0.1 0.3 0.0 -0.062
Br 3.033070 0.929523 -0.464800 1.3 0.3 0.3 0.070
S 0.257495 1.822380 -1.369050 -1.3 -0.5 -0.1 -0.188
S -1.416217 0.571728 1.061427 0.1 -0.2 -0.3 -0.151
N -0.372299 -0.676871 -1.102071 1.6 -1.4 -3.1 -0.446
C -0.275471 0.511407 -0.302220 0.0 1.1 0.4 0.258
C 2.313386 -0.090601 0.838627 -0.7 -1.4 1.8 -0.268
H 0.267401 -0.676124 -2.007921 -1.1 0.3 2.3 0.435
H -2.133635 -0.592361 0.859951 0.6 0.7 -0.1 0.153
H 2.403777 0.017617 1.981519 0.0 0.6 -2.2 0.412
H -0.102132 -1.532100 -0.615927 0.7 -0.2 0.7 0.230
H 0.673129 2.764239 -0.527080 -0.1 0.0 0.5 0.218
H -1.275044 -0.927677 -1.485215 -1.0 0.5 -0.1 0.337
```
Forces are in eV/Å.

Output
E_LUMO (alpha / beta) (hartree): -0.18323 / -0.15887
Total charge: +1

Record 3
Below is the molecule C2H6BrN in a non-equilibrium geometry, with properties calculated with ωB97M-V with the def2-TZVPD basis set.

The geometry in XYZ format:
```
10
Properties=species:S:1:pos:R:3:forces:R:3:mulliken_charge:R:1
Br 1.386768 1.729261 -1.039043 -1.4 -0.8 1.1 -0.108
N 0.439760 0.483712 0.276154 3.0 -0.4 -0.7 -0.275
C 0.767143 -0.872354 -0.259552 -0.3 -0.3 -0.1 -0.719
C -0.965430 0.634364 0.421966 -0.5 -1.0 1.5 -0.723
H 1.873919 -1.113363 -0.460251 -1.8 0.9 0.2 0.263
H -1.505029 0.295103 -0.441030 -0.7 0.5 -0.7 0.323
H -1.246785 1.561731 0.901548 0.0 0.6 -0.7 0.295
H 0.098320 -1.037992 -1.148321 1.0 -0.2 0.3 0.332
H -1.275145 -0.087592 1.239814 0.6 0.3 -0.8 0.307
H 0.426479 -1.592870 0.508714 0.1 0.3 -0.2 0.306
```
Forces are in eV/Å.

Output
SMILES: CN(C)Br
E_LUMO (hartree): -0.00249
Total charge: 0

Record 4
Below is C2H6BrN3 as an isolated structure in a non-equilibrium geometry, with properties calculated with ωB97M-V with the def2-TZVPD basis set.

The geometry in XYZ format:
```
12
Properties=species:S:1:pos:R:3:forces:R:3:mulliken_charge:R:1
Br 2.607672 -0.493325 0.021513 0.5 -0.4 -0.1 0.190
N 1.466428 2.000342 0.041042 1.9 0.8 0.4 -0.286
N -0.401007 0.106526 0.000383 6.0 3.0 -0.2 -0.298
N -1.885095 -1.641543 0.029700 -2.0 -0.6 0.5 -0.337
C 1.339169 0.732704 -0.099982 -3.9 -1.2 1.5 0.651
C -0.652701 -1.181822 0.104862 -3.8 1.7 -2.1 0.304
H -0.864882 0.989300 -0.186029 -1.3 -0.9 0.3 0.266
H 0.091405 -1.874301 -0.119176 1.6 -1.1 0.4 0.267
H -2.879521 -1.132440 0.115061 3.3 -1.0 -0.2 0.332
H 0.743768 2.696265 -0.109825 -0.5 -0.1 0.1 0.267
H 2.414689 2.472047 0.336193 -1.9 -1.4 -1.0 0.343
H -1.979927 -2.673758 -0.133746 0.1 1.3 0.5 0.302
```
Forces are in eV/Å.

Output
E_LUMO (hartree): -0.37752
Total charge: +2

Record 5
Below is a 2-piece molecular cluster, C2H6BrNS overall in a non-equilibrium geometry, with properties calculated with ωB97M-V with the def2-TZVPD basis set.

The geometry in XYZ format:
```
11
Properties=species:S:1:pos:R:3:forces:R:3:mulliken_charge:R:1
Br 4.200935 -1.467490 0.549510 0.0 0.0 0.4 -0.112
S 2.450299 -0.587139 -0.318601 -1.2 0.6 -0.5 -0.106
N -0.160598 0.424395 0.547756 -0.3 1.5 0.2 -0.224
C -0.672059 -0.897657 0.417793 -0.5 0.0 1.1 -0.837
C -0.794767 1.379005 -0.372782 1.0 0.2 0.0 -0.640
H -1.745393 -0.977733 0.899369 1.7 0.3 -1.3 0.321
H -1.748075 1.037501 -0.777760 -0.1 -0.2 0.1 0.319
H 0.017878 -1.515271 0.959901 -0.1 -0.5 0.6 0.348
H -0.099471 1.367146 -1.234857 -0.1 0.2 -0.1 0.277
H -0.567053 -1.248708 -0.600832 -0.8 -0.2 -0.7 0.388
H -0.881699 2.485947 -0.069499 0.5 -1.9 0.2 0.265
```
Forces are in eV/Å.

Output
E_LUMO (alpha / beta) (hartree): -0.10975 / -0.10969
Total charge: 0

Record 6
Below is a 2-piece molecular cluster, C2H6Cl2NPS overall in a non-equilibrium geometry, with properties calculated with ωB97M-V with the def2-TZVPD basis set.

The geometry in XYZ format:
```
13
Properties=species:S:1:pos:R:3:forces:R:3:mulliken_charge:R:1
Cl 2.428450 0.506350 -1.427246 -0.2 0.9 -0.9 -0.172
Cl 4.261333 -1.929107 -1.113304 0.9 -0.9 -0.9 -0.186
S 4.697477 0.449332 1.040030 -1.6 -1.0 0.6 -0.245
P 3.186897 -0.681665 -0.014737 -0.2 0.0 1.8 0.402
N -0.847355 1.539284 0.922614 0.7 -2.3 0.4 -0.639
C -0.284287 3.475980 -0.348831 -2.6 1.9 0.2 -0.885
C -1.085030 2.754012 0.706025 0.1 -0.8 -1.2 0.130
H 3.940351 -0.085544 2.093662 1.1 0.9 -0.6 0.198
H -1.863870 3.245060 1.333016 0.6 -0.2 -0.5 0.347
H -0.080305 0.988867 0.359770 -1.8 2.1 0.9 0.237
H -0.263737 3.032923 -1.320120 -0.3 -0.8 -0.5 0.271
H 0.654122 3.343443 0.076879 2.2 0.9 0.3 0.283
H -0.692641 4.516824 -0.515763 1.1 -0.8 0.5 0.261
```
Forces are in eV/Å.

Output
SMILES: [H]/N=C\C.SP(Cl)Cl
E_LUMO (hartree): 0.01333
Total charge: 0

Record 7
Below is an isolated ion of composition C2H6Cl2P and charge +1 in a non-equilibrium geometry, with properties calculated with ωB97M-V with the def2-TZVPD basis set.

The geometry in XYZ format:
```
11
Properties=species:S:1:pos:R:3:forces:R:3:mulliken_charge:R:1
Cl -2.146222 0.855634 1.745206 0.0 -0.6 -0.4 -0.121
Cl -0.913458 -2.142516 1.717789 0.1 -0.5 0.6 -0.090
P -0.877564 -0.406008 0.849895 1.3 2.0 -1.4 0.875
C -1.415744 -0.858124 -0.983666 2.7 -1.0 1.1 -0.885
C 1.017833 0.564057 1.357328 -1.5 -2.4 -2.9 -0.874
H 1.486137 -0.414741 1.410473 0.3 0.1 1.7 0.358
H 1.531577 0.840730 0.408891 -1.0 0.9 0.5 0.350
H -2.368540 -0.526617 -1.205730 -2.1 1.0 0.0 0.365
H -0.710182 -0.439852 -1.707970 0.0 0.3 0.4 0.324
H 0.859081 1.305789 2.147807 0.1 -0.7 -0.2 0.360
H -1.382230 -1.965172 -1.147610 0.1 0.9 0.7 0.338
```
Forces are in eV/Å.

Output
E_LUMO (hartree): -0.16792
Total charge: +1

Record 8
Below is a 2-piece molecular cluster, C2H6ClFN overall in a non-equilibrium geometry, with properties calculated with ωB97M-V with the def2-TZVPD basis set.

The geometry in XYZ format:
```
11
Properties=species:S:1:pos:R:3:forces:R:3:mulliken_charge:R:1
Cl -1.846122 1.044548 -0.228407 -0.5 0.8 -0.3 -0.158
F -2.186135 -1.474461 -0.264588 0.0 0.3 0.1 -0.153
N 1.145619 0.757332 -0.414024 -0.7 1.0 -0.3 -0.141
C 1.355035 -0.577510 0.030844 -0.2 -0.7 0.4 -0.634
C -1.967635 -0.437628 0.533143 0.3 -1.4 0.1 -0.021
H 1.371002 -0.766094 1.085420 0.1 0.1 0.2 0.384
H 1.306846 -1.374242 -0.681639 0.0 -0.1 -0.3 0.367
H 1.587013 1.436282 0.220503 0.0 -0.1 -0.3 0.407
H 0.082244 1.036890 -0.448553 1.1 -0.4 0.0 0.179
H 1.509334 0.890140 -1.366595 0.0 0.1 0.3 0.402
H -2.357200 -0.535260 1.533895 -0.1 0.2 0.1 0.368
```
Forces are in eV/Å.

Output
E_LUMO (alpha / beta) (hartree): -0.19188 / -0.15850
Total charge: +1

Record 9
Below is a 2-piece molecular cluster, C2H6ClISi overall in a non-equilibrium geometry, with properties calculated with ωB97M-V with the def2-TZVPD basis set.

The geometry in XYZ format:
```
11
Properties=species:S:1:pos:R:3:forces:R:3:mulliken_charge:R:1
I 4.540900 -2.638323 -3.484748 0.0 0.0 0.0 -0.003
Cl -2.525449 0.063804 -1.244420 -0.7 0.5 -0.7 -0.231
Si -0.890480 -0.121810 -0.084419 0.3 -2.1 0.7 0.300
C -1.261683 0.050860 1.738562 0.5 1.0 -1.0 -0.908
C 0.715111 0.514696 -0.709228 0.6 0.2 0.2 -0.874
H -2.034891 0.780700 1.952496 0.0 0.2 0.2 0.282
H 0.607971 1.450941 -1.234795 0.2 0.5 -0.2 0.293
H -0.282225 0.350110 2.095579 0.0 0.3 0.6 0.257
H -1.501397 -0.889613 2.162935 -0.3 -0.9 0.4 0.325
H 1.383417 0.629989 0.153547 -0.2 0.3 0.0 0.279
H 1.248726 -0.191353 -1.345510 -0.4 -0.1 -0.2 0.280
```
Forces are in eV/Å.

Output
E_LUMO (alpha / beta) (hartree): 0.00674 / -0.12493
Total charge: 0

Record 10
Below is the molecule C2H6ClN3 in a non-equilibrium geometry, with properties calculated with ωB97M-V with the def2-TZVPD basis set.

The geometry in XYZ format:
```
12
Properties=species:S:1:pos:R:3:forces:R:3:mulliken_charge:R:1
Cl 0.082065 0.192761 -1.883721 -0.2 0.1 0.3 -0.219
N 0.073433 -1.879016 0.765662 -0.3 -0.4 -0.5 -0.521
N 0.642369 -0.658780 1.065948 1.2 0.6 0.9 -0.106
N -0.015544 1.555000 1.595946 0.4 -0.5 -0.6 -0.656
C -0.013263 0.524662 0.828318 -1.3 0.5 0.4 0.452
C -0.898478 0.543014 -0.386422 1.3 -1.0 -0.7 -0.422
H -0.386362 -2.290278 1.564099 -0.1 -0.1 0.2 0.207
H -1.621561 -0.247293 -0.369544 -0.4 -0.3 0.2 0.284
H 0.530586 1.379408 2.445133 -0.1 0.0 -0.1 0.195
H 0.767770 -2.515172 0.399024 0.0 0.1 -0.1 0.216
H -1.351865 1.475452 -0.552349 -0.4 1.2 0.1 0.321
H 1.234962 -0.605534 1.892627 -0.2 -0.2 -0.2 0.251
```
Forces are in eV/Å.

Output
SMILES: [H]/N=C(/CCl)NN
E_LUMO (hartree): 0.02824
Total charge: 0

What did we get for energy above the lowest of the compared OMol25 structures with the same formula, charge and spin? Answer: 3.170 3.273 0.784 2.033 3.757 1.422 2.011 0.903 3.473 0.706 eV, in the order shown.